--- P ---
Molecular formula: C4H14N2OS
Method: DFT, ωB97M-V with the def2-TZVPD basis set

The geometry in XYZ format:
```
22
Properties=species:S:1:pos:R:3
N 2.11 -0.07 -1.79
C 0.97 -0.49 -0.97
C -0.36 -0.11 -1.65
C -1.58 0.04 -0.70
S -1.65 -1.14 0.67
C 1.21 0.26 0.38
N 1.75 -0.54 1.34
H 2.56 -0.91 -2.15
H 1.83 0.37 -2.66
H 1.03 -1.55 -0.77
H -0.64 -0.85 -2.40
H -0.19 0.83 -2.18
H -2.45 -0.12 -1.33
H -1.60 1.09 -0.42
H -0.42 0.97 1.33
H 0.03 0.51 0.85
H 1.66 1.22 0.21
H 1.08 -1.30 1.52
H 1.86 -0.15 2.27
H -2.28 0.28 2.13
H -2.25 0.73 3.60
O -2.66 0.93 2.75
```

Orbital gap (eV): 6.124
Net charge: 0
LUMO energy (eV): -1.3



--- Q ---
Molecular formula: C4H14N2OS
Method: DFT, ωB97M-V with the def2-TZVPD basis set

The geometry in XYZ format:
```
22
Properties=species:S:1:pos:R:3
N -2.81 -0.52 2.12
C -2.04 -0.84 0.90
C -0.59 -1.10 1.25
O 0.12 -1.42 0.08
H -3.69 -0.07 1.88
H -3.06 -1.36 2.62
H -2.17 -0.05 0.17
H -2.39 -1.77 0.44
H -0.56 -1.97 1.92
H -0.17 -0.24 1.80
H 1.09 -0.90 0.07
N 2.22 -0.06 0.01
C 1.86 1.10 -0.85
C 0.85 0.76 -1.94
S 0.63 2.05 -3.17
H 2.33 0.23 0.97
H 3.09 -0.50 -0.28
H 1.48 1.91 -0.23
H 2.76 1.44 -1.35
H -0.12 0.51 -1.53
H 1.22 -0.11 -2.49
H -0.07 2.88 -2.41
```

Orbital gap (eV): 9.408
Net charge: 0
LUMO energy (eV): 0.7



--- R ---
Molecular formula: C4H14N2OS
Method: DFT, ωB97M-V with the def2-TZVPD basis set

The geometry in XYZ format:
```
22
Properties=species:S:1:pos:R:3
C -1.76 -2.03 -0.47
N -1.86 -1.16 0.81
C -0.92 -0.10 0.69
C 0.53 -0.36 1.08
S 1.52 1.17 0.82
C -1.08 0.58 -0.73
N -0.78 2.05 -0.66
H -2.08 -3.12 -0.35
H -2.54 -1.61 -1.18
H -0.88 -2.17 -0.97
H -1.23 -2.22 0.93
H -1.24 0.67 1.41
H 0.44 -0.75 2.09
H 1.02 -1.05 0.34
H 0.16 -2.78 1.39
H -2.12 0.48 -0.98
H -0.43 -0.07 -1.38
H -0.63 2.53 -1.50
H 0.08 2.11 -0.07
H 3.06 -0.75 -2.20
H 2.35 0.04 -1.04
O 2.20 -0.60 -1.76
```

Orbital gap (eV): 4.382
Net charge: 0
LUMO energy (eV): -3.8



Name the least stable of them. R.



--- P ---
Molecular formula: C4H14N2O
Method: DFT, ωB97M-V with the def2-TZVPD basis set

The geometry in XYZ format:
```
21
Properties=species:S:1:pos:R:3
C 0.32 1.59 -1.59
N 1.10 0.71 -0.83
C 1.68 -0.48 -1.50
C 0.75 0.17 0.57
C -0.55 0.80 0.92
N -1.31 -0.03 1.88
H -0.32 2.33 -1.06
H 0.84 2.35 -2.21
H -0.13 1.07 -2.47
H 2.72 -0.50 -1.08
H 1.81 -0.09 -2.57
H 1.01 -1.37 -1.54
H 0.43 -0.87 0.38
H 1.76 0.27 0.98
H -0.40 1.77 1.35
H -1.16 0.72 0.01
H -0.87 -0.94 1.93
H -1.46 0.42 2.76
O -1.91 -2.57 1.27
H -2.49 -3.00 0.62
H -1.81 -2.34 2.19
```

Orbital gap (eV): 8.631
Net charge: 0
LUMO energy (eV): 0.9



--- Q ---
Molecular formula: C4H14N2O
Method: DFT, ωB97M-V with the def2-TZVPD basis set

The geometry in XYZ format:
```
21
Properties=species:S:1:pos:R:3
C -3.29 0.25 -0.56
C -1.97 0.62 0.09
N -0.94 -0.10 -0.69
C 0.46 -0.25 -0.41
C 0.89 0.67 0.80
N 0.81 2.09 0.42
H -3.08 0.36 -1.62
H -3.59 -0.81 -0.37
H -4.15 0.76 -0.14
H -1.78 1.70 0.09
H -1.83 0.31 1.15
H -1.40 -0.76 -1.29
H 0.83 -1.28 -0.26
H 1.07 0.15 -1.24
H 1.91 0.40 1.09
H 0.36 0.45 1.72
H 1.58 2.22 -0.24
H 0.00 2.28 -0.14
O 4.89 -3.38 0.52
H 5.24 -2.51 0.36
H 3.98 -3.16 0.73
```

Orbital gap (eV): 8.857
Net charge: 0
LUMO energy (eV): 0.5



Name the least stable of them. P.



--- P ---
Molecular formula: C2H15NO4S
Method: DFT, ωB97M-V with the def2-TZVPD basis set

The geometry in XYZ format:
```
23
Properties=species:S:1:pos:R:3
C 2.23 5.59 0.00
C 3.26 4.66 -0.63
S -0.29 -0.47 -0.34
N 2.87 7.00 0.08
H 1.31 5.60 -0.59
H 2.01 5.23 1.01
H 3.76 5.09 -1.49
H 4.02 4.38 0.10
H 2.76 3.72 -0.92
H 2.86 7.14 1.09
H 1.95 7.37 -0.20
H -3.28 -6.35 -0.45
H -2.14 -5.68 0.24
O -3.06 -5.98 0.42
H -1.88 -2.30 -2.87
H -1.29 -1.95 -1.46
O -1.88 -2.56 -1.95
H -3.03 -6.48 2.23
H -3.53 -5.49 3.32
O -3.51 -6.41 3.08
H -0.44 -3.92 0.26
H -1.68 -3.76 -0.63
O -1.03 -4.42 -0.31
```

Orbital gap (eV): 5.187
Net charge: 0
LUMO energy (eV): -5.1



--- Q ---
Molecular formula: C2H15NO4S
Method: DFT, ωB97M-V with the def2-TZVPD basis set

The geometry in XYZ format:
```
23
Properties=species:S:1:pos:R:3
N -0.62 1.01 1.78
C 0.31 0.70 2.85
C 1.45 -0.27 2.51
S 3.04 0.23 1.68
H -0.23 1.45 0.95
H -1.06 0.18 1.42
H -0.20 0.17 3.71
H 0.61 1.66 3.26
H 1.58 -0.83 3.43
H 1.08 -0.93 1.75
H 2.96 1.49 2.20
O 0.16 -1.69 -2.68
H -0.21 -2.52 -2.35
H 1.06 -1.65 -2.34
O -2.36 -1.90 -5.32
H -3.12 -1.88 -4.73
H -1.57 -1.80 -4.80
O -0.55 0.49 -1.04
H -0.05 1.09 -1.60
H -0.18 -0.36 -1.33
O -3.47 1.72 0.08
H -2.78 1.26 -0.43
H -3.15 1.42 0.95
```

Orbital gap (eV): 9.046
Net charge: 0
LUMO energy (eV): -0.1



Name the least stable of them. P.



--- P ---
Molecular formula: C3H12NO2
Method: DFT, ωB97M-V with the def2-TZVPD basis set

The geometry in XYZ format:
```
18
Properties=species:S:1:pos:R:3
C 0.10 -1.95 -1.14
C 0.79 -0.60 -0.80
C -0.53 1.41 -0.99
N -0.36 0.27 -0.46
H -0.61 -2.19 -0.37
H -0.39 -1.88 -2.10
H 0.82 -2.76 -1.10
H 1.61 -0.56 -0.10
H 1.15 -0.28 -1.78
H -1.50 1.89 -0.91
H 0.26 2.02 -1.41
H -0.89 0.15 0.44
H -2.72 0.01 1.74
H -1.68 -0.80 2.55
O -1.79 -0.26 1.76
H 1.38 1.94 2.12
H 2.66 1.83 1.31
O 1.70 1.77 1.23
```

Orbital gap (eV): 10.876
Net charge: +1
LUMO energy (eV): -4.5



--- Q ---
Molecular formula: C3H12NO2
Method: DFT, ωB97M-V with the def2-TZVPD basis set

The geometry in XYZ format:
```
18
Properties=species:S:1:pos:R:3
C -1.73 2.89 0.19
C -0.94 1.63 0.26
C -1.13 0.50 -0.50
N -0.57 -0.83 -0.07
H -2.77 2.75 -0.03
H -1.28 3.53 -0.58
H -1.80 3.46 1.12
H -0.12 1.58 1.04
H -1.91 0.49 -1.27
H 0.14 -0.76 0.58
H -0.17 -1.19 -1.02
H -1.23 -1.53 0.26
H 2.63 -3.36 1.98
H 2.76 -1.85 1.46
O 2.25 -2.65 1.47
H 1.99 -2.34 -1.56
H 2.31 -0.83 -1.60
O 1.58 -1.49 -1.72
```

Orbital gap (eV): 10.924
Net charge: +1
LUMO energy (eV): -3.2



--- R ---
Molecular formula: C3H12NO2
Method: DFT, ωB97M-V with the def2-TZVPD basis set

The geometry in XYZ format:
```
18
Properties=species:S:1:pos:R:3
C 1.50 -0.24 -0.80
O 0.79 -0.54 -1.96
C 0.60 -0.19 0.42
C 1.34 0.12 1.67
N -0.49 0.78 0.03
H 2.28 -0.98 -0.58
H 2.04 0.71 -0.92
H 1.29 -1.07 -2.60
H 0.11 -1.17 0.47
H 0.83 0.57 2.52
H 2.16 0.80 1.38
H 1.84 -0.74 2.12
H -0.04 1.67 -0.20
H -0.88 0.49 -0.87
H -1.19 1.03 0.72
H -3.35 -0.85 0.23
H -3.89 0.53 0.70
O -3.08 0.01 0.62
```

Orbital gap (eV): 11.975
Net charge: +1
LUMO energy (eV): -3.0



Name the least stable of them. Q.



--- P ---
Molecular formula: CH3NO2P
Method: DFT, ωB97M-V with the def2-TZVPD basis set

The geometry in XYZ format:
```
8
Properties=species:S:1:pos:R:3
C 0.43 -1.44 1.90
N 0.26 0.32 -1.39
O 1.15 -0.54 1.86
O -1.33 -0.65 0.41
P -0.50 0.58 0.23
H 0.34 -0.66 -1.33
H 1.14 0.80 -1.36
H -1.48 1.58 -0.31
```

Orbital gap (eV): 6.686
Net charge: -1
LUMO energy (eV): 4.5



--- Q ---
Molecular formula: CH3NO2P
Method: DFT, ωB97M-V with the def2-TZVPD basis set

The geometry in XYZ format:
```
8
Properties=species:S:1:pos:R:3
H -2.50 -1.44 -0.27
N -1.49 -1.40 -0.12
C -0.80 -0.11 0.11
P 0.96 -0.05 -0.47
O 1.89 -0.89 0.28
O 1.36 1.57 -0.14
H -1.36 0.75 -0.09
H 1.93 1.57 0.69
```

Orbital gap (eV): 6.801
Net charge: -1
LUMO energy (eV): 4.2



Name the least stable of them. Q.



--- P ---
Molecular formula: C3H6O3
Method: DFT, ωB97M-V with the def2-TZVPD basis set

The geometry in XYZ format:
```
12
Properties=species:S:1:pos:R:3
C -2.07 0.10 -0.77
O -1.37 1.25 -0.26
C -0.16 1.24 0.24
O 0.31 -0.02 0.25
C 1.64 -0.10 0.80
O 2.54 -0.61 -0.12
H -1.51 -0.37 -1.58
H -2.25 -0.63 0.03
H -3.02 0.49 -1.14
H 1.96 0.92 1.04
H 1.56 -0.71 1.71
H 2.37 -1.56 -0.22
```

Orbital gap (eV): 9.836
Net charge: 0
LUMO energy (eV): 0.7



--- Q ---
Molecular formula: C3H6O3
Method: DFT, ωB97M-V with the def2-TZVPD basis set

The geometry in XYZ format:
```
12
Properties=species:S:1:pos:R:3
O 0.34 0.25 -2.55
C 0.85 1.13 -1.99
O 1.42 2.00 -1.46
C 0.28 -0.93 1.04
C -0.92 -0.33 0.32
O -0.79 1.06 0.10
H 0.18 -2.02 1.12
H 0.38 -0.52 2.05
H 1.21 -0.72 0.49
H -1.03 -0.79 -0.67
H -1.84 -0.53 0.89
H -0.07 1.40 0.65
```

Orbital gap (eV): 11.251
Net charge: 0
LUMO energy (eV): 0.7



Name the least stable of them. P.